The following is a quantum chemistry calculation of 3 unconnected molecules or ions with the total composition C30H53ClN8O6S2 in a non-equilibrium geometry, from the OMol25 dataset.

Output
Structure (SMILES) ... CCSC[C@H](OC[C@@H](CCCCCN)O[C@@H](CCCCCCCSc1nnco1)CC(=O)Cl)c1ccccn1.NC(N)=O.NC(N)=O
Highest occupied orbital energy ... -8.3 eV
Lowest unoccupied orbital energy ... -0.0076 Eh
Gap between HOMO and LUMO ... 8.1 eV

The geometry in ORCA input format:
```
! RIJCOSX wB97M-V def2-TZVPD def2/J DEFGRID3
* xyz 0 1
O 1.0720 6.2912 -4.7397
C 1.0614 -1.9913 5.5792
H 1.1602 6.3942 -7.9076
H -3.9981 -2.7475 -2.9726
H -0.0507 5.2195 -3.9207
C -2.3699 0.7939 6.2903
C 3.2453 -2.4649 3.1104
C -0.4954 -1.6192 5.9441
N 2.0926 3.7643 1.7194
C 2.5347 -3.9175 -1.9052
H 3.9933 -0.3393 3.8780
C -1.9321 0.6555 -3.2135
H -3.4109 -2.9738 -4.7538
O 3.5430 2.2840 0.8353
C 1.1481 -0.5351 -1.2644
C 3.3605 -1.2694 4.2269
H 2.1193 4.7402 -0.5769
H -6.4845 -2.4341 -4.7822
H -1.3256 -1.2325 0.0260
H -0.1738 6.0254 -6.8549
S -4.3137 -0.6129 -4.4120
C -0.7483 -0.4799 0.7504
H 3.6338 -3.9953 -2.3519
C -1.8702 4.1505 -0.6790
C -1.4500 -2.5687 2.2064
N 2.7047 3.9314 -0.4531
H 4.0364 -3.2936 3.3790
C 1.9058 -0.7830 4.8524
H -5.5310 2.2385 6.4592
H 3.3774 -1.8576 -1.4178
H 3.4050 6.9030 -5.2677
N -4.0823 1.6890 4.7846
C -5.7071 -3.2242 -4.4064
H 2.1827 -3.0093 3.0964
C 2.8214 -3.0530 0.5719
C 0.2573 -0.2820 -2.6573
H -1.5511 0.3419 1.0525
C -4.2631 -2.4888 -4.0941
S -0.6995 0.0424 6.8326
O -1.1959 -0.3531 -2.4358
H -4.1691 1.2730 -2.6577
C -4.4864 1.7542 6.2489
H 3.2152 6.8981 -6.9962
H -5.5133 -4.0377 -5.2514
C 2.8258 3.2640 0.7085
H -2.1988 4.5638 0.3654
C -0.3532 -1.3101 2.1081
H -2.4427 -2.1427 1.6984
C 3.5239 -1.9388 1.5473
H -3.6058 -0.4162 -2.0338
H -2.7780 1.8957 -0.4817
H -1.9959 -4.3427 0.8241
C -1.0141 -3.8795 1.3195
H 2.2258 -4.8379 -1.2519
H -0.7239 6.2563 -1.4560
H 3.9586 -1.7284 5.1521
H 4.6728 -1.8873 1.3035
H 2.1756 -0.0072 5.7179
C 1.5268 -3.8066 -3.2090
N -0.9076 3.1034 -3.6778
C -1.6355 2.2216 -2.7051
H 0.1869 1.3878 -0.3419
C 2.5336 -2.5314 -0.9685
H 3.5552 -3.9918 0.4988
H 1.2628 -0.1605 4.0721
C -3.5520 0.3243 -2.9686
H -0.6232 -0.5957 3.0254
H 0.6286 0.6754 -3.2194
H -6.1794 -3.7449 -3.4426
Cl -0.2739 -4.3526 -3.0631
H 0.5262 -1.2004 -3.3693
C -2.1841 2.5958 -1.2096
H 1.4963 4.5701 1.6345
H -1.2115 -1.5794 5.0179
H 2.1858 -0.0359 -1.4672
N -2.8048 1.1050 4.8431
H 0.1917 -4.2435 2.9585
C -1.0291 5.1367 -1.7205
H -0.3257 -3.5384 0.4180
N 2.8172 6.7728 -6.0807
H 3.0883 -0.8556 1.4650
H -0.8953 -2.4944 6.6500
H 1.0246 -2.9935 4.9435
H -1.7353 -2.8307 3.3111
H 0.4071 -5.3243 1.6928
N 0.7984 6.2778 -6.9761
C 1.5330 6.4379 -5.8607
H -1.7527 0.5622 -4.3687
H 2.1550 3.2913 2.6115
H 1.7827 -3.4474 0.9819
N -0.3308 -4.8531 2.2710
H 3.2400 3.5875 -1.2397
H 1.6096 -2.2340 6.6013
O 1.9128 -3.3256 -4.4211
C 0.4971 0.3026 0.0262
O -3.4880 1.2038 7.1913
C -0.6237 4.4888 -3.1695
O 1.1719 -1.9896 -1.0666
H 0.7597 -1.6723 2.1153
H 1.3430 0.4416 0.8230
*
```